ORCA calculation (ωB97M-V/def2-TZVPD) on a structure of composition C31H41As3ClFeN3O2 in a non-equilibrium geometry.

The geometry in XYZ format:
```
82
Properties=species:S:1:pos:R:3
As 1.656 -4.637 -5.008
H -0.722 -5.403 -4.431
C 1.458 -0.519 -3.845
H -1.706 4.676 -3.079
H -2.155 -3.827 -0.628
Fe -0.107 -0.264 -0.163
H 0.966 0.355 -4.269
H 3.134 -2.172 -1.388
H -2.963 -0.236 -2.185
H 0.387 -5.743 -3.074
C -1.596 4.795 -0.345
H 1.654 2.339 -2.453
C -0.694 -1.938 -3.765
C -1.507 4.612 1.004
H 3.267 -6.488 -4.406
C -1.546 -3.776 -1.525
C -1.171 2.415 -0.609
C -2.732 0.253 4.504
H 3.369 0.547 2.493
H -3.492 -1.883 -2.613
H -0.673 -4.408 -1.407
H -2.755 -1.616 5.545
H 0.394 -6.763 -4.521
H -1.336 2.603 -4.413
O 1.490 0.803 0.701
C -1.248 2.206 0.792
H -0.726 0.521 -3.237
C -1.030 -3.744 2.495
C 2.422 1.654 -2.098
C -2.917 -1.285 -1.907
As 1.719 -0.139 -1.946
C 0.754 -1.815 -4.284
C -1.682 0.354 2.313
H -2.126 -4.095 -2.386
H 2.658 -2.731 -3.803
H -1.100 -2.893 -4.102
H -1.328 -1.164 -4.201
As -1.079 -1.926 -1.840
C 3.340 -1.119 -1.552
H -3.335 -1.398 -0.907
H 3.254 1.632 -2.798
C -2.341 0.976 3.353
C 2.737 -0.334 2.437
H 4.023 -0.986 -2.388
C 3.162 -5.458 -4.067
C -1.885 -1.771 3.567
H -1.783 5.770 -0.776
N -0.992 -1.663 1.314
H 0.174 -0.797 -6.114
H 3.010 -5.454 -2.985
Cl 1.659 -0.313 3.859
C -1.479 3.732 -2.595
N -1.206 0.883 1.138
H -2.583 2.024 3.296
H 3.783 -0.703 -0.649
N -0.874 1.311 -1.356
C 1.609 -3.031 -3.837
C 0.277 -5.741 -4.158
C 1.889 -0.304 1.191
C -1.419 3.675 -1.190
H 4.081 -4.924 -4.306
H -0.232 -3.394 0.525
H 0.069 -2.558 -6.226
H -1.590 5.469 1.661
C -1.620 -3.154 3.579
C 0.653 -1.734 -5.816
H 2.473 -0.523 -4.247
C -1.521 -1.058 2.409
H -1.875 -3.736 4.459
H 1.643 -1.774 -6.276
H -0.793 -4.800 2.484
H -3.226 0.790 5.307
H -1.251 3.246 2.654
C -1.271 2.597 -3.333
O 1.531 -1.388 0.652
C -2.490 -1.081 4.642
H 2.759 1.978 -1.116
C -0.728 -2.955 1.379
C -1.335 3.332 1.583
H 1.345 -3.338 -2.818
H 3.317 -1.248 2.474
C -0.946 1.409 -2.670
```

Energy, eV: -270797.9571
E_HOMO (spin up / spin down), eV: -9.24 / -9.24
Spin multiplicity: 2
Net charge: +1
Kohn-Sham gap (spin up / spin down), eV: 5.38 / 6.37
Molar mass, g mol⁻¹: 803.752